# 1
C19H16F3IrN4O4 as an isolated structure. Source: OMol25; level of theory: wB97M-V/def2-TZVPD.

Its calculated total energy is -45099.647 eV. As for the charge: 0. Its multiplicity is 5. The calculation puts the molar mass at 613.57 g mol⁻¹.

XYZ file:
```
47
Properties=species:S:1:pos:R:3:mulliken_spin:R:1
Ir 3.81695 0.81455 -0.75608 1.5690
N 3.38160 2.31266 -2.23094 -0.0104
C 1.98766 2.96519 -1.94295 0.0132
C 1.31076 2.36962 -0.73553 -0.0046
O 0.07996 2.52744 -0.61940 0.0191
O 2.02911 1.71683 0.14427 0.1969
H 4.12788 3.01187 -2.17915 0.0074
H 3.41253 1.92551 -3.18663 -0.0031
H 1.38838 2.93734 -2.87307 0.0001
H 2.15478 4.01877 -1.67789 0.0001
C -6.36926 1.62808 1.01624 0.0065
O -5.95145 0.82345 2.16628 0.0483
C -4.97768 -0.05418 1.92488 0.2002
C -4.19907 -0.12460 0.75514 -0.0763
C -3.09059 -0.92866 0.66364 0.1868
C -2.66474 -1.70722 1.75822 0.0457
C -3.47311 -1.70512 2.90954 0.1422
C -4.65126 -0.97491 2.95775 -0.0995
N -1.49663 -2.37202 1.71507 0.5881
N -0.91086 -2.44205 0.55600 0.4351
C 0.45205 -2.47277 0.52919 -0.0398
C 1.27105 -2.66348 1.66571 0.1932
C 2.58804 -2.24402 1.63399 -0.0839
C 2.97675 -1.42891 0.54936 0.2797
O 3.90267 -0.50639 0.69663 0.1860
C 2.24051 -1.46813 -0.68551 -0.0152
N 2.68021 -0.63992 -1.70429 0.0703
C 2.04441 -0.73308 -2.88806 -0.0283
C 0.86040 -1.42824 -3.01141 0.0686
C 0.31706 -2.11935 -1.95025 -0.0224
C 0.97520 -2.07451 -0.73465 0.0801
H -7.21341 2.20870 1.41136 -0.0005
H -6.68130 1.00726 0.16630 -0.0008
H -5.58295 2.34265 0.74906 -0.0007
H -4.49170 0.46909 -0.10565 -0.0044
H -2.47119 -0.98864 -0.20561 0.0098
H -3.16587 -2.26490 3.78262 -0.0011
H -5.25899 -1.02435 3.86799 -0.0045
H 0.82189 -3.06062 2.56739 0.0247
H 3.30600 -2.37033 2.45230 -0.0027
H 2.54180 -0.31856 -3.76891 0.0006
H 0.40028 -1.44017 -3.98990 0.0061
H -0.63278 -2.60078 -2.03215 -0.0094
F 6.09761 1.37378 0.88938 0.0005
C 5.28836 2.02258 -0.00376 0.0282
F 4.74551 3.08646 0.69029 -0.0030
F 6.08340 2.59406 -0.93681 0.0044
```

=====

# 2
A 3-piece molecular cluster, C19H46FN8O4P3 overall. Source: OMol25; level of theory: wB97M-V/def2-TZVPD.

Its calculated total energy is -71138.642 eV. As for the charge: 0. Its multiplicity is 1. The SMILES is CCO[C@](F)(C#N)[C@H](C#N)P(C)O.CN(C)P(=O)(N(C)C)N(C)C.CN(C)P(=O)(N(C)C)N(C)C. The calculation puts the molar mass at 562.55 g mol⁻¹.

XYZ file:
```
81
Properties=species:S:1:pos:R:3:lowdin_charge:R:1
C -0.23449 -0.70981 -3.18952 -0.0466
C -1.04922 0.62827 -3.40293 -0.1997
O -2.20536 0.53011 -2.55239 -0.0658
C -3.04542 1.62112 -2.64502 -0.5020
F -2.35923 2.81080 -2.88545 0.0507
C -3.70643 1.82787 -1.28193 -0.0891
N -4.11320 2.02682 -0.26067 0.2271
C -4.08134 1.45518 -3.81117 -0.3212
C -4.49572 2.80052 -4.34800 -0.2519
N -4.70132 3.79513 -4.81400 0.1769
P -5.65714 0.51898 -3.38166 0.9039
C -5.25763 -0.95840 -2.31424 -0.2580
O -6.59669 1.51419 -2.38933 -0.3232
H 0.04224 -1.17282 -4.15876 0.0739
H 0.70930 -0.46054 -2.66761 0.0521
H -0.85437 -1.41453 -2.60796 0.0799
H -1.28270 0.67873 -4.48554 0.1207
H -0.36144 1.44564 -3.12604 0.1251
H -3.57725 0.90930 -4.63139 0.1238
H -5.80488 -1.81316 -2.76328 0.0316
H -4.17066 -1.16217 -2.28325 0.0336
H -5.67019 -0.85286 -1.28887 0.0510
H -7.44547 1.53706 -2.85752 0.0384
C -2.00905 3.65356 3.33717 -0.1304
N -1.90112 2.20864 3.35897 -0.3138
C -2.16123 1.60366 2.05215 -0.1570
P -2.05106 1.15111 4.71422 0.7251
O -0.87684 0.26447 4.32903 -0.3077
N -1.28369 1.83623 6.10048 -0.3352
C -1.13898 3.25373 6.36780 -0.1492
C -0.13229 1.13106 6.65263 -0.1466
N -3.55319 1.92046 5.23086 -0.2730
C -4.05058 1.36254 6.51779 -0.1344
C -4.68185 1.75517 4.28611 -0.1307
H -2.98538 4.03455 3.66490 0.0730
H -1.84184 4.04781 2.33245 0.0796
H -1.23424 4.12335 3.94181 0.0551
H -3.22635 1.42109 1.88967 0.0285
H -1.64741 0.64307 1.96112 0.0712
H -1.79681 2.22244 1.23184 0.0668
H -0.27462 3.67852 5.84155 0.0798
H -0.98508 3.42499 7.43898 0.0765
H -2.03226 3.82216 6.11254 0.0690
H 0.77404 1.31403 6.06282 0.0833
H -0.31166 0.05828 6.69092 0.0689
H 0.06166 1.44753 7.68151 0.0759
H -4.25751 0.29087 6.43469 0.0822
H -4.96634 1.87235 6.82449 0.0797
H -3.34005 1.50375 7.32836 0.0696
H -4.83168 0.70795 4.01053 0.0873
H -4.53761 2.33540 3.37568 0.0652
H -5.60727 2.13315 4.72361 0.0821
C 4.47193 -4.64994 -3.16873 -0.1312
N 3.98654 -3.32060 -3.48286 -0.3157
C 3.48153 -3.21321 -4.84948 -0.1393
P 4.40372 -1.82628 -2.72006 0.7341
O 2.98052 -1.28844 -2.69178 -0.3135
N 4.52442 -2.04785 -1.01512 -0.3324
C 4.90799 -3.27846 -0.35022 -0.1457
C 3.57178 -1.33198 -0.17113 -0.1378
N 6.13045 -2.17164 -2.83583 -0.2710
C 6.95271 -1.12734 -2.16527 -0.1302
C 6.65272 -2.23146 -4.22006 -0.1332
H 5.55743 -4.76835 -3.28311 0.0731
H 4.00666 -5.40300 -3.80866 0.0786
H 4.19633 -4.94953 -2.15908 0.0564
H 4.27711 -2.98257 -5.57042 0.0620
H 2.73465 -2.41950 -4.92429 0.0639
H 2.98747 -4.12952 -5.17527 0.0772
H 4.05762 -3.96414 -0.24716 0.0811
H 5.27936 -3.06587 0.65780 0.0789
H 5.72628 -3.79070 -0.85448 0.0693
H 2.59126 -1.82285 -0.16329 0.0852
H 3.44432 -0.30510 -0.50838 0.0701
H 3.93107 -1.27435 0.85954 0.0794
H 6.79673 -0.14407 -2.61969 0.0835
H 8.01326 -1.37847 -2.23123 0.0813
H 6.72688 -1.04521 -1.10524 0.0714
H 6.37296 -1.34761 -4.79922 0.0874
H 6.30167 -3.11715 -4.74795 0.0624
H 7.74072 -2.31205 -4.21685 0.0829
```

=====

# 3
C28H30Cl2N9O3Pb as an isolated structure. Source: OMol25; level of theory: wB97M-V/def2-TZVPD.

Its calculated total energy is -79362.190 eV. As for the charge: +1. Its multiplicity is 1. The calculation puts the molar mass at 818.71 g mol⁻¹.

XYZ file:
```
73
Properties=species:S:1:pos:R:3:lowdin_charge:R:1
Pb 12.16560 12.41191 11.36465 1.4088
Cl 10.11219 16.18936 5.92907 0.6290
C 10.44695 15.60448 7.54679 -0.6658
C 11.46438 14.68852 7.71772 -0.0586
C 11.89979 14.38442 9.02218 -0.2543
N 12.78504 13.33350 9.21493 -0.0732
C 13.97536 13.13084 8.52634 -0.4609
O 14.24717 13.45570 7.37052 0.0475
C 15.05138 12.50522 9.35337 -0.2193
C 16.24323 12.07899 8.74268 0.0234
C 17.22106 11.47992 9.54512 -0.0651
C 17.07358 11.44986 10.90676 -0.0953
C 15.89333 11.90971 11.47109 -0.1247
N 14.89275 12.41770 10.66912 0.0213
C 11.41774 15.20677 10.13643 -0.2213
C 10.45649 16.19002 9.89848 -0.0526
C 9.89382 16.33182 8.63289 -0.6963
Cl 8.60082 17.44986 8.42697 0.6579
N 11.59462 14.74341 11.45499 -0.0351
C 11.98054 15.63729 12.42271 -0.4535
O 12.02763 16.88106 12.28837 0.0283
C 12.42686 14.99133 13.70118 -0.1737
C 12.65608 15.71396 14.86080 0.0389
C 13.01573 14.96209 16.02974 -0.0387
C 13.40853 13.66137 15.91267 -0.0679
C 13.03748 12.97289 14.74953 -0.1543
N 12.62317 13.63549 13.69144 -0.0043
H 11.85177 14.13989 6.87544 0.1040
H 16.37797 12.18303 7.65772 0.1273
H 18.12624 11.06493 9.11172 0.1119
H 17.83243 11.01205 11.55105 0.1057
H 15.57640 11.76508 12.53758 0.1120
H 10.14417 16.78099 10.74285 0.1092
H 12.52102 16.79684 14.87475 0.1260
H 13.01562 15.46226 16.98202 0.1075
H 13.67731 13.14907 16.81536 0.0994
H 13.18574 11.89582 14.75539 0.0961
C 5.48643 11.56681 9.92717 -0.0403
N 6.88345 11.61460 10.21859 -0.0809
C 7.47024 11.72159 11.64714 0.0216
C 8.91344 11.88609 11.27689 -0.4969
O 9.80950 11.91244 12.18863 -0.2033
N 9.06851 11.91862 9.94918 0.1663
C 7.87328 11.78266 9.35239 -0.3858
N 7.65402 11.86636 8.00690 0.2171
H 4.96709 11.62788 10.91903 0.1131
H 5.27914 10.61938 9.45983 0.0864
H 5.14367 12.38720 9.26206 0.1034
H 7.39065 10.83716 12.23744 0.1203
H 7.02771 12.58454 12.21359 0.1594
H 8.41674 11.65851 7.41389 0.1030
H 6.72139 12.00839 7.60184 0.1235
C 14.19154 7.09243 11.04641 -0.0612
C 13.94080 8.55483 10.84390 -0.1662
N 12.87330 9.07755 11.67961 -0.1767
C 11.62673 8.36433 11.30493 -0.1420
C 11.77322 6.82360 11.35725 -0.0414
N 13.16304 6.40123 11.99916 -0.0264
C 13.23584 7.19698 13.30234 -0.0809
C 13.13085 8.72938 13.06307 -0.1689
H 15.17074 6.84688 11.48285 0.1394
H 14.14241 6.58098 10.08830 0.1320
H 13.68952 8.83814 9.82226 0.1435
H 14.81191 9.13828 11.04676 0.1119
H 11.39658 8.62123 10.24890 0.1392
H 10.80609 8.75686 11.87198 0.1177
H 11.64986 6.33533 10.38639 0.1319
H 10.99704 6.41532 12.00252 0.1229
H 13.25752 5.36423 12.13861 0.2100
H 14.21211 6.99091 13.85388 0.1533
H 12.35124 6.87905 13.92632 0.1429
H 14.06372 9.23973 13.32367 0.1251
H 12.28723 9.12900 13.69906 0.1477
```

=====

# 4
C3H12O4 as an isolated structure. Source: OMol25; level of theory: wB97M-V/def2-TZVPD.

Its calculated total energy is -11486.667 eV. As for the charge: 0. Its multiplicity is 1. The calculation puts the molar mass at 112.12 g mol⁻¹.

XYZ file:
```
19
Properties=species:S:1:pos:R:3:nbo_charge:R:1
O -2.00600 0.11712 0.23499 -0.4415
C -0.79470 0.57910 -0.23859 -0.1089
C 0.38679 0.49800 0.70463 -0.4293
C -0.05371 0.46483 2.23807 -0.6262
H -0.56369 0.22805 -1.26953 0.2896
H 0.98417 -0.43426 0.44563 0.3337
H 1.10675 1.31160 0.56722 0.2532
H -0.63454 1.36530 2.53275 0.2300
H -0.72542 -0.37460 2.02916 0.2296
H 0.82631 0.13790 2.78535 0.2278
H 1.55924 0.47301 -1.88173 0.5021
H 3.26639 -0.72365 -1.02217 0.4439
O 2.30394 -0.72735 -1.11617 -0.8125
H -1.76824 -1.01355 0.54722 0.4365
H -2.30901 -2.70762 0.36663 0.4738
O -1.62130 -2.14541 0.74265 -0.8208
H 1.75172 1.72468 -2.91380 0.4748
H -1.14376 1.64539 -0.42351 0.3547
O 1.31693 1.40398 -2.12215 -1.0103
```

=====

# 5
C27H25NNa as an isolated structure. Source: OMol25; level of theory: wB97M-V/def2-TZVPD.

Its calculated total energy is -34304.107 eV. As for the charge: +1. Its multiplicity is 1. The calculation puts the molar mass at 386.49 g mol⁻¹.

XYZ file:
```
54
Properties=species:S:1:pos:R:3:nbo_charge:R:1
C 1.68532 2.74190 3.06598 -0.3295
Na -1.69516 3.14766 -0.79649 0.9718
C 1.41833 1.35085 2.87562 -0.2566
C 0.12733 1.21328 2.29412 -0.3501
C -0.43369 2.54280 2.14882 -0.1458
C 0.55632 3.50424 2.61413 -0.0123
C 0.27133 4.87898 2.67456 -0.2027
C -0.97294 5.33368 2.23281 -0.2625
C -1.92040 4.42821 1.72549 -0.3194
C -1.68032 3.03661 1.73214 -0.3169
H 2.54224 3.22403 3.53451 0.2157
H 2.05439 0.51918 3.20725 0.2115
H -0.41475 0.28033 2.07564 0.2041
H 1.02549 5.54400 3.13305 0.2220
H -1.23029 6.39252 2.28539 0.2221
H -2.88118 4.79541 1.34252 0.2074
H -2.40867 2.30438 1.33007 0.1758
C 3.19711 0.70112 0.01432 -0.6891
C 2.51587 -0.59037 -0.20621 0.3953
N 3.15489 -1.76777 -0.36784 -0.2876
C 4.60015 -1.91704 -0.33502 -0.4158
C 2.23792 -2.81074 -0.52344 0.1146
C 0.93854 -2.25707 -0.45340 -0.0086
C -0.15277 -3.10906 -0.53336 -0.1975
C 0.05613 -4.45796 -0.86937 -0.2047
C 1.35785 -4.97080 -1.03633 -0.1868
C 2.47719 -4.14011 -0.79981 -0.2179
C 1.10079 -0.81098 -0.33375 -0.1852
C 0.12457 0.16966 -0.44828 0.0140
C -1.19564 -0.15031 -0.98730 -0.1845
C -1.31955 -0.78742 -2.25199 -0.1636
C -2.55827 -1.08402 -2.79852 -0.2092
C -3.72998 -0.76512 -2.11144 0.0147
C -5.06767 -1.09921 -2.71568 -0.6422
C -3.64022 -0.10611 -0.88512 -0.2325
C -2.39956 0.13479 -0.29919 -0.1810
H 2.51945 1.48844 -0.34839 0.2432
H 3.38541 0.91843 1.08793 0.2932
H 4.16234 0.76048 -0.52059 0.2422
H 4.86073 -2.92407 -0.67529 0.2335
H 5.05737 -1.17153 -0.99106 0.2257
H 4.97185 -1.76518 0.68448 0.2316
H -1.14545 -2.72386 -0.32616 0.2288
H -0.80282 -5.12509 -1.02871 0.2329
H 1.51081 -6.01275 -1.34718 0.2360
H 3.50953 -4.50869 -0.88702 0.2269
H 0.43358 1.21822 -0.34279 0.2260
H -0.41671 -1.04734 -2.80385 0.2285
H -2.63071 -1.59646 -3.76344 0.2328
H -5.89914 -0.67521 -2.14110 0.2262
H -5.14062 -0.72433 -3.74787 0.2318
H -5.24324 -2.18391 -2.77171 0.2390
H -4.54883 0.17582 -0.35221 0.2293
H -2.32427 0.47748 0.74109 0.2254
```

=====

# 6
C3H4NO2P as an isolated structure. Source: OMol25; level of theory: wB97M-V/def2-TZVPD.

Its calculated total energy is -18048.297 eV. As for the charge: 0. Its multiplicity is 1. The calculation puts the molar mass at 117.04 g mol⁻¹.

XYZ file:
```
11
Properties=species:S:1:pos:R:3:nbo_charge:R:1
C 0.05213 1.56288 -0.07128 0.2023
C 1.35722 -0.58431 -0.29486 -0.6330
C 0.42659 0.31742 0.53295 0.0797
N -0.31218 2.50640 -0.56507 -0.2389
O -3.46882 -1.08280 0.00329 -0.9971
O -1.22575 -0.46178 0.76698 -0.8689
P -2.29788 -0.30284 -0.46028 1.4978
H 1.04198 -0.69510 -1.35015 0.2409
H 2.24407 -0.06793 -0.12811 0.2322
H 1.46751 -1.68209 0.07201 0.2540
H 0.71512 0.49016 1.49454 0.2310
```

=====

# 7
C5H7N as an isolated structure. Source: OMol25; level of theory: wB97M-V/def2-TZVPD.

Its calculated total energy is -6781.361 eV. As for the charge: 0. Its multiplicity is 1. The calculation puts the molar mass at 81.12 g mol⁻¹.

XYZ file:
```
13
Properties=species:S:1:pos:R:3:lowdin_charge:R:1
C -1.53885 -0.52882 -0.36747 -0.0854
N -0.53384 -0.23239 0.63268 -0.0832
C 0.00699 1.14195 0.68463 -0.0525
C 0.80030 -0.02316 0.24021 -0.4751
C 2.05094 -0.79757 0.45721 0.0375
C 1.90460 -0.54089 -0.83798 -0.0708
H -1.51730 -1.59992 -0.58872 0.0882
H -1.38001 0.02897 -1.30937 0.0843
H -2.52646 -0.27252 0.02516 0.0853
H -0.34732 1.84805 -0.06933 0.1121
H 0.15590 1.55446 1.67919 0.1091
H 0.91563 0.28375 -1.04510 0.1561
H 2.06525 -0.88982 -1.85248 0.0944
```